Entry 1:
This record from the OMol25 dataset describes a molecular structure, C53H68N7O6PSSiTeW at a distorted geometry. The level of theory is ωB97M-V/def2-TZVPD.

Lowest unoccupied orbital energy (spin up / spin down)   -0.03674 / -0.03692 Eh
HOMO energy (spin up / spin down)   -0.2308 / -0.2298 hartree
Kohn-Sham gap (spin up / spin down)   0.194 / 0.193 hartree

ORCA input file:
```
! wB97M-V def2-TZVPD RIJCOSX def2/J DEFGRID3
* xyz 0 1
W -1.117 0.259 -0.404
N -1.544 4.899 -0.683
C -1.581 3.541 -0.765
S -0.019 2.733 -0.733
N -2.721 2.944 -0.814
N -2.730 1.564 -0.809
C -3.872 1.001 -1.307
C -5.107 1.774 -1.475
C -5.850 1.679 -2.657
C -6.993 2.436 -2.835
C -7.420 3.304 -1.842
C -6.697 3.401 -0.665
C -5.552 2.649 -0.481
C -3.728 -0.326 -1.781
C -4.802 -1.180 -2.144
C -4.548 -2.400 -2.706
C -3.212 -2.777 -2.941
C -2.211 -1.950 -2.492
N -2.420 -0.782 -1.876
H -0.670 5.326 -0.944
H -2.394 5.392 -0.913
H -5.501 1.033 -3.449
H -7.550 2.363 -3.758
H -8.303 3.910 -1.989
H -7.030 4.066 0.118
H -5.012 2.733 0.450
H -5.812 -0.856 -1.943
H -5.352 -3.073 -2.969
H -2.970 -3.701 -3.439
H -1.168 -2.216 -2.619
C 0.289 3.131 6.213
C -1.047 3.258 5.474
C -1.365 4.749 5.285
C -2.149 2.596 6.316
C -1.015 2.593 4.113
C -2.105 2.745 3.225
C -2.117 2.090 2.024
N -1.119 1.315 1.538
C 0.012 1.244 2.364
C 0.022 1.830 3.648
C 1.146 0.631 1.787
C 2.388 0.491 2.461
C 3.501 0.001 1.836
C 3.332 -0.369 0.478
C 2.108 -0.248 -0.118
N 0.992 0.226 0.469
C 4.859 -0.167 2.488
C 5.185 -1.667 2.556
C 4.912 0.418 3.901
C 5.920 0.548 1.637
H 0.235 3.665 7.159
H 1.097 3.564 5.626
H 0.526 2.091 6.428
H -1.345 5.267 6.241
H -2.350 4.889 4.849
H -0.630 5.209 4.627
H -2.253 3.107 7.271
H -1.903 1.554 6.511
H -3.107 2.628 5.802
H -2.962 3.344 3.483
H -2.965 2.224 1.367
H 0.904 1.690 4.246
H 2.439 0.792 3.492
H 4.160 -0.750 -0.093
H 1.996 -0.551 -1.149
H 4.434 -2.200 3.136
H 6.155 -1.808 3.028
H 5.221 -2.103 1.561
H 4.243 -0.108 4.578
H 4.653 1.474 3.888
H 5.924 0.323 4.289
H 5.991 0.114 0.643
H 6.894 0.462 2.115
H 5.670 1.602 1.537
C -0.766 -4.622 -0.214
Si 0.287 -3.025 -0.326
C 1.208 -3.254 -2.005
C 1.541 -3.124 1.127
O -0.522 -1.654 -0.262
H -0.172 -5.450 -0.585
H -1.676 -4.581 -0.804
H -1.041 -4.861 0.807
H 2.134 -3.806 -1.885
H 1.451 -2.314 -2.488
H 0.605 -3.821 -2.709
H 1.505 -4.100 1.600
H 1.317 -2.377 1.885
H 2.566 -2.959 0.808
C -0.378 -1.646 4.619
C -1.721 -1.157 4.119
O -1.690 -1.085 2.697
P -3.136 -0.801 1.984
O -2.667 -0.639 0.544
Te -4.718 0.541 2.976
O -3.916 -2.209 2.079
C -3.497 -3.412 1.446
C -3.175 -4.449 2.509
H -0.387 -1.673 5.706
H 0.410 -0.978 4.281
H -0.176 -2.642 4.232
H -1.947 -0.161 4.520
H -2.523 -1.835 4.435
H -2.642 -3.198 0.801
H -4.340 -3.741 0.827
H -2.280 -4.166 3.059
H -3.026 -5.425 2.057
H -4.011 -4.508 3.202
C 6.063 -3.303 -4.379
C 4.931 -2.511 -4.963
C 4.609 -2.670 -6.303
C 3.570 -1.956 -6.872
C 2.827 -1.091 -6.096
C 3.142 -0.910 -4.752
N 2.369 -0.028 -3.974
C 1.850 1.143 -4.455
C 2.561 1.882 -5.412
C 2.099 3.096 -5.864
C 0.897 3.613 -5.392
C 0.174 2.891 -4.471
C 0.629 1.661 -3.983
C -0.254 1.018 -2.991
O -1.448 1.347 -2.941
O 0.182 0.136 -2.138
C 4.212 -1.606 -4.180
C 4.598 -1.364 -2.752
H 6.381 -4.075 -5.075
H 5.767 -3.778 -3.445
H 6.918 -2.658 -4.172
H 5.180 -3.358 -6.909
H 3.328 -2.085 -7.916
H 1.994 -0.550 -6.519
H 1.868 -0.407 -3.181
H 3.497 1.486 -5.778
H 2.677 3.651 -6.588
H 0.542 4.573 -5.736
H -0.769 3.255 -4.092
H 4.175 -0.427 -2.401
H 5.682 -1.313 -2.660
H 4.244 -2.174 -2.114
*
```



Entry 2:
This record from the OMol25 dataset describes a molecular structure, C53H69BiCl3N8O2S5. The level of theory is ωB97M-V/def2-TZVPD.

Lowest unoccupied orbital energy   -0.06348 Eh
Energy relative to the best compared isomer or geometry (same formula, charge and spin)   14.6 kcal/mol
HOMO energy   -0.2625 hartree
Kohn-Sham gap   0.199 hartree

ORCA input file:
```
! wB97M-V def2-TZVPD RIJCOSX def2/J DEFGRID3
* xyz 1 1
Bi -0.144 0.666 -0.706
C 0.152 3.911 3.306
C -1.214 3.564 3.902
S -2.351 2.826 2.673
C -2.964 1.376 3.580
C -1.929 0.323 3.971
S -0.956 -0.261 2.540
C 0.799 -0.078 3.118
C 1.250 1.338 3.459
S 0.857 2.622 2.221
H 0.072 4.782 2.654
H 0.873 4.130 4.094
H -1.111 2.844 4.713
H -1.682 4.466 4.295
H -3.495 1.732 4.465
H -3.681 0.937 2.884
H -1.228 0.678 4.727
H -2.453 -0.544 4.373
H 0.857 -0.681 4.031
H 1.528 -1.562 2.062
H 0.822 1.650 4.410
H 2.337 1.304 3.548
C -1.561 -2.533 -5.014
N -2.603 -2.737 -4.035
C -3.890 -3.137 -4.574
C -2.421 -2.464 -2.704
N -1.303 -2.294 -2.109
C -0.048 -2.745 -2.409
C 0.113 -4.113 -2.690
C 1.352 -4.712 -2.773
C 2.488 -3.957 -2.558
C 2.365 -2.606 -2.297
C 1.130 -1.952 -2.262
N 1.215 -0.528 -2.061
C 2.267 0.026 -2.660
N 3.051 0.982 -2.103
C 3.556 2.093 -2.890
C 3.185 1.144 -0.671
N 2.598 -0.307 -3.949
C 1.599 -0.859 -4.841
C 3.971 -0.633 -4.300
N -3.621 -2.308 -1.994
C -3.577 -2.608 -0.573
C -4.374 -1.104 -2.337
H -1.257 -3.477 -5.476
H -0.692 -2.086 -4.540
H -1.923 -1.870 -5.806
H -3.740 -3.920 -5.321
H -4.407 -2.300 -5.056
H -4.512 -3.525 -3.775
H -0.786 -4.702 -2.826
H 1.429 -5.769 -2.987
H 3.468 -4.416 -2.598
H 3.259 -2.020 -2.110
H 3.306 1.953 -3.937
H 4.642 2.173 -2.801
H 3.119 3.030 -2.531
H 2.945 0.215 -0.164
H 2.515 1.911 -0.273
H 4.220 1.424 -0.452
H 0.627 -0.430 -4.599
H 1.535 -1.951 -4.782
H 1.867 -0.584 -5.862
H 4.644 -0.335 -3.500
H 4.262 -0.117 -5.218
H 4.070 -1.711 -4.463
H -3.026 -3.534 -0.419
H -4.605 -2.746 -0.226
H -3.100 -1.825 0.021
H -5.353 -1.346 -2.759
H -3.827 -0.513 -3.067
H -4.510 -0.485 -1.447
O 1.613 -0.584 2.113
S 1.993 -3.778 2.089
C 1.961 -4.090 3.893
C 0.710 -3.557 4.527
C 0.802 -2.714 5.631
C -0.344 -2.254 6.263
C -1.594 -2.623 5.789
C -1.693 -3.449 4.678
C -0.548 -3.916 4.053
C 3.782 -4.078 1.796
C 4.667 -3.122 2.543
C 4.658 -1.768 2.227
C 5.443 -0.873 2.935
C 6.253 -1.323 3.969
C 6.269 -2.671 4.291
C 5.480 -3.566 3.580
H 2.837 -3.601 4.317
H 2.042 -5.169 4.036
H 1.780 -2.435 6.005
H -0.258 -1.616 7.134
H -2.487 -2.272 6.291
H -2.668 -3.737 4.307
H -0.625 -4.563 3.186
H 3.895 -3.975 0.717
H 3.979 -5.112 2.076
H 4.021 -1.411 1.432
H 5.423 0.180 2.679
H 6.872 -0.626 4.518
H 6.898 -3.031 5.095
H 5.506 -4.621 3.827
C 0.051 2.708 -1.892
H 0.492 3.466 -1.246
H 0.677 2.556 -2.769
Cl -8.189 8.378 2.424
C -7.347 7.179 1.513
C -6.325 6.455 2.102
C -5.674 5.482 1.367
C -6.028 5.194 0.051
C -5.239 4.131 -0.705
C -4.345 4.882 -1.703
N -3.229 4.092 -2.191
C -3.067 3.626 -3.466
C -1.837 3.056 -3.535
N -1.251 3.181 -2.303
C -2.107 3.814 -1.507
O -5.978 3.195 -1.474
C -6.625 2.078 -0.834
C -7.679 2.348 0.199
C -7.485 2.182 1.540
Cl -6.062 1.604 2.300
S -8.857 2.630 2.477
C -9.724 3.035 1.051
C -8.991 2.833 -0.069
C -7.053 5.953 -0.520
Cl -7.578 5.718 -2.155
C -7.719 6.931 0.203
H -6.053 6.641 3.132
H -4.877 4.911 1.829
H -4.597 3.592 0.008
H -3.961 5.779 -1.216
H -4.958 5.161 -2.556
H -3.833 3.745 -4.211
H -1.343 2.581 -4.364
H -1.932 4.017 -0.464
H -5.863 1.433 -0.386
H -7.083 1.549 -1.669
H -10.733 3.404 1.139
H -9.361 3.003 -1.070
H -8.523 7.487 -0.257
*
```



Entry 3:
This record from the OMol25 dataset describes a molecular structure, C53H69ClNO2S3SiTi at a distorted geometry. The level of theory is ωB97M-V/def2-TZVPD.

Lowest unoccupied orbital energy   -0.11199 Eh
HOMO energy   -0.3816 hartree
Kohn-Sham gap   0.270 hartree

ORCA input file:
```
! wB97M-V def2-TZVPD RIJCOSX def2/J DEFGRID3
* xyz 1 1
Ti 0.863 0.090 0.221
C -2.082 5.049 4.403
C -0.554 4.870 4.355
C 0.033 5.973 3.471
C 0.028 5.023 5.768
C -0.246 3.478 3.814
C 0.451 3.285 2.635
C 0.685 1.999 2.162
N 1.353 1.729 0.960
C 1.305 2.696 -0.091
C 1.924 3.927 -0.155
C 1.650 4.781 -1.221
C 0.818 4.324 -2.238
C 0.234 3.059 -2.257
C 0.472 2.260 -1.142
O -0.061 1.018 -0.923
C -0.674 2.603 -3.399
C -0.129 1.312 -4.033
C -0.764 3.654 -4.508
C -2.089 2.369 -2.842
C 2.202 6.205 -1.206
C 1.810 7.004 -2.452
C 3.732 6.168 -1.131
C 1.639 6.933 0.025
C 0.131 0.899 2.840
O 0.425 -0.362 2.212
C -0.656 1.056 3.985
C -0.751 2.361 4.471
C -1.653 0.019 4.546
C -2.812 0.003 3.528
C -2.218 0.441 5.911
C -1.145 -1.416 4.718
H -2.329 6.072 4.694
H -2.544 4.375 5.125
H -2.521 4.853 3.422
H -0.229 6.945 3.889
H -0.361 5.933 2.454
H 1.122 5.908 3.428
H -0.195 6.021 6.148
H 1.111 4.890 5.750
H -0.392 4.294 6.463
H 0.813 4.119 2.056
H 2.595 4.224 0.642
H 0.599 4.988 -3.058
H 0.851 1.499 -4.477
H -0.804 0.984 -4.827
H -0.041 0.511 -3.304
H 0.221 3.905 -4.905
H -1.251 4.565 -4.157
H -1.362 3.255 -5.328
H -2.085 1.612 -2.057
H -2.756 2.036 -3.640
H -2.488 3.297 -2.428
H 2.168 6.526 -3.365
H 2.263 7.994 -2.400
H 0.728 7.138 -2.519
H 4.133 5.661 -2.006
H 4.083 5.643 -0.241
H 4.133 7.183 -1.109
H 0.547 6.943 -0.002
H 1.989 7.967 0.044
H 1.954 6.453 0.954
H -1.301 2.530 5.382
H -3.206 1.010 3.379
H -3.614 -0.643 3.890
H -2.461 -0.382 2.571
H -2.899 1.288 5.827
H -1.422 0.685 6.616
H -2.787 -0.387 6.334
H -0.763 -1.840 3.793
H -1.986 -2.041 5.020
H -0.383 -1.483 5.496
C -1.722 -4.136 -2.030
C -2.180 -2.741 -2.472
S -1.568 -1.346 -1.453
C -2.970 -0.969 -0.348
C -3.511 -2.154 0.434
S -2.209 -2.957 1.425
C -2.807 -4.672 1.510
C -2.329 -5.568 0.377
S -3.025 -5.169 -1.263
H -0.914 -4.058 -1.309
H -1.368 -4.700 -2.893
H -3.265 -2.662 -2.529
H -1.780 -2.520 -3.461
H -3.767 -0.537 -0.952
H -2.579 -0.188 0.308
H -3.898 -2.907 -0.248
H -4.316 -1.831 1.096
H -3.895 -4.657 1.563
H -2.415 -5.056 2.454
H -2.654 -6.590 0.578
H -1.242 -5.561 0.300
C 5.981 0.479 2.867
C 5.720 -0.720 2.220
C 4.425 -1.213 2.170
C 3.369 -0.516 2.762
C 3.650 0.692 3.412
C 4.943 1.188 3.460
Si 1.674 -1.292 2.918
C 1.650 -2.877 1.927
C 1.343 -2.873 0.565
C 1.642 -3.951 -0.247
C 2.199 -5.094 0.308
C 2.442 -5.152 1.674
C 2.188 -4.045 2.470
H 6.991 0.865 2.913
H 6.527 -1.272 1.756
H 4.235 -2.154 1.664
H 2.846 1.251 3.881
H 5.142 2.119 3.974
H 1.427 -1.421 4.350
H 0.840 -2.006 0.119
H 1.453 -3.897 -1.312
H 2.451 -5.934 -0.326
H 2.857 -6.049 2.113
H 2.421 -4.080 3.529
Cl 6.807 3.658 -2.435
C 5.492 2.643 -1.950
C 4.547 2.241 -2.879
C 3.567 1.333 -2.509
C 3.508 0.815 -1.217
C 2.593 -0.313 -0.867
C 4.426 1.300 -0.282
C 5.413 2.199 -0.638
H 4.604 2.602 -3.898
H 2.860 0.986 -3.255
H 3.157 -1.030 -0.262
H 2.271 -0.816 -1.788
H 4.386 0.935 0.736
H 6.142 2.535 0.088
*
```